1.
Here is a molecular structure, C26H47CaCl3N3O4Si in a non-equilibrium geometry from the OMol25 dataset. Energies are from wB97M-V/def2-TZVPD.

```
! wB97M-V def2-TZVPD RIJCOSX def2/J DEFGRID3
* xyz -1 1
C -1.21 -1.21 -3.75
C 0.06 -0.42 -3.91
H -1.94 -0.95 -4.52
H -1.67 -1.03 -2.76
H -1.00 -2.28 -3.83
C 0.35 0.37 -4.95
C -0.52 0.61 -6.14
H 1.30 0.93 -4.96
H -1.49 0.11 -6.09
H -0.02 0.26 -7.06
H -0.70 1.68 -6.27
Ca -0.12 -0.11 0.34
Cl 1.25 -2.48 0.37
Cl -2.71 -0.92 0.02
H 0.03 -0.52 6.08
H -0.95 -2.94 5.62
C -0.68 -0.16 5.33
C -1.59 -2.44 4.88
N -0.97 -1.23 4.39
H -0.26 0.67 4.78
C -0.62 -1.09 3.11
O -0.02 -0.09 2.66
H -1.74 -3.10 4.03
H -0.91 -1.93 2.45
H -1.61 0.14 5.83
H -2.56 -2.23 5.35
H -2.07 1.58 -2.74
H -0.21 3.12 -3.52
C -2.24 2.22 -1.86
C -0.51 3.77 -2.69
N -1.03 2.99 -1.59
H -2.50 1.59 -1.01
C -0.38 2.92 -0.42
O -0.71 2.18 0.52
H 0.35 4.35 -2.34
H 0.52 3.56 -0.36
H -3.06 2.91 -2.10
H -1.29 4.45 -3.06
O 0.35 0.38 -1.79
C 0.97 -0.40 -2.68
C 2.83 1.37 -2.63
C 2.43 0.06 -2.89
H 2.11 2.08 -2.22
C 4.16 1.75 -2.88
H 1.02 -1.44 -2.32
C 3.36 -0.89 -3.32
H 4.46 2.78 -2.68
C 5.08 0.82 -3.38
C 4.68 -0.50 -3.60
H 3.02 -1.92 -3.44
H 6.10 1.13 -3.60
H 5.39 -1.25 -3.97
Si -6.96 -2.40 0.70
Cl -7.29 -2.34 -1.35
C -7.10 -0.63 1.28
C -5.27 -3.15 0.91
C -8.29 -3.49 1.45
H -6.35 -0.01 0.77
H -6.92 -0.56 2.37
H -8.10 -0.23 1.07
H -9.29 -3.07 1.26
H -8.16 -3.56 2.54
H -8.26 -4.50 1.03
H -4.51 -2.51 0.41
H -5.23 -4.16 0.47
H -4.99 -3.21 1.97
O 2.09 0.96 0.54
C 3.13 0.71 1.17
C 4.29 1.71 1.20
C 4.58 2.30 2.58
C 5.48 1.42 3.44
C 4.83 0.09 3.81
C 4.50 -0.81 2.62
N 3.32 -0.44 1.85
H 5.17 1.19 0.81
H 4.01 2.51 0.51
H 5.07 3.27 2.42
H 3.65 2.51 3.12
H 6.43 1.24 2.92
H 5.71 1.97 4.36
H 5.54 -0.47 4.44
H 3.94 0.27 4.42
H 5.38 -0.83 1.95
H 4.33 -1.82 2.99
H 2.72 -1.22 1.52
*
```

## Properties
orbital gap: 6.834 eV
molar mass: 640.2 g/mol
relative energy (zero: lowest compared OMol25 entry of this formula, charge and spin): 0.0 kcal/mol

2.
Here is a gas-phase ion, C23H32NO3 (charge +1) from the OMol25 dataset. Energies are from wB97M-V/def2-TZVPD.

```
! wB97M-V def2-TZVPD RIJCOSX def2/J DEFGRID3
* xyz 1 1
C -5.77 -1.06 0.28
C -6.13 0.27 -0.36
C -5.13 1.39 -0.07
O -3.90 1.21 -0.76
C -2.87 0.53 -0.22
C -1.82 0.26 -1.11
C -0.68 -0.38 -0.68
C -0.54 -0.78 0.65
C 0.75 -1.42 1.13
C 1.63 -0.21 1.02
O 2.20 0.16 0.01
O 1.60 0.53 2.14
C 2.24 1.80 2.14
C 1.50 2.82 1.26
N 1.93 2.74 -0.16
C 3.19 3.48 -0.42
C 4.22 2.63 -1.15
C 0.82 3.10 -1.09
C 1.14 2.75 -2.53
C 1.22 -2.59 0.30
C 0.31 -3.40 -0.36
C 0.75 -4.50 -1.09
C 2.10 -4.79 -1.15
C 3.01 -3.99 -0.48
C 2.57 -2.90 0.24
C -1.58 -0.50 1.53
C -2.73 0.13 1.11
H -5.73 -0.97 1.36
H -4.81 -1.42 -0.08
H -6.52 -1.81 0.03
H -7.11 0.60 0.00
H -6.20 0.15 -1.45
H -5.52 2.33 -0.46
H -4.97 1.50 1.01
H -1.93 0.56 -2.14
H 0.12 -0.60 -1.38
H 0.65 -1.70 2.18
H 3.28 1.69 1.82
H 2.21 2.12 3.18
H 0.43 2.59 1.33
H 1.66 3.83 1.63
H 2.14 1.70 -0.31
H 2.96 4.38 -0.99
H 3.61 3.80 0.54
H 3.88 2.34 -2.14
H 5.14 3.19 -1.26
H 4.44 1.72 -0.59
H -0.06 2.54 -0.78
H 0.61 4.17 -0.98
H 0.25 2.92 -3.13
H 1.93 3.37 -2.94
H 1.42 1.71 -2.62
H -0.75 -3.18 -0.31
H 0.03 -5.12 -1.60
H 2.44 -5.65 -1.72
H 4.07 -4.22 -0.52
H 3.29 -2.29 0.77
H -1.49 -0.79 2.57
H -3.52 0.30 1.82
*
```

## Properties
orbital gap: 8.949 eV
structure (SMILES): CCCOc1ccc([C@H](C(=O)OCC[NH+](CC)CC)c2ccccc2)cc1
molar mass: 370.5 g/mol
relative energy (zero: lowest compared OMol25 entry of this formula, charge and spin): 7.5 kcal/mol